ORCA calculation (the ωB97M-V functional and the def2-TZVPD basis) on one molecule with the formula C5H9IO in a non-equilibrium geometry.

Results
Maximum force = 4.3 eV Å⁻¹
Net charge = 0
Multiplicity = 1
ΔE to the lowest compared entry with this formula, charge and spin = 1.053 eV
HOMO = -9.0432 eV
Gap between HOMO and LUMO = 9.59 eV
LUMO level = 0.551 eV
SMILES = C/C(I)=C/[C@H](C)O

Structure (XYZ):
```
16
C5H9IO the ωB97M-V functional and the def2-TZVPD basis
C -0.2472 0.3010 0.2439
C 0.9119 0.8991 0.0652
C 1.2416 2.2942 -0.0676
C -1.0203 -1.6858 -0.9799
C -0.5545 -1.1042 0.3849
O -1.6191 -1.3383 1.3390
I 2.6759 -0.2596 0.0375
H -1.1697 0.8906 0.1314
H 2.2689 2.4589 0.2317
H 0.4950 2.9555 0.6067
H 1.3031 2.7256 -1.1755
H -1.9662 -1.2744 -1.2243
H -0.3324 -1.4071 -1.8469
H -1.0003 -2.8686 -0.8323
H 0.3350 -1.6356 0.8811
H -1.3217 -0.9512 2.2050
```



ORCA calculation (the ωB97M-V functional and the def2-TZVPD basis) on one molecule with the formula C5H9IO in a non-equilibrium geometry.

Results
Maximum force = 3.1 eV Å⁻¹
Net charge = 0
Multiplicity = 1
ΔE to the lowest compared entry with this formula, charge and spin = 1.067 eV
HOMO = -9.4529 eV
Gap between HOMO and LUMO = 9.94 eV
LUMO level = 0.492 eV
SMILES = C=C(I)C(C)(C)O

Structure (XYZ):
```
16
C5H9IO the ωB97M-V functional and the def2-TZVPD basis
C -0.7580 2.0038 0.1840
C -1.0240 0.7079 0.1263
C 0.1999 -1.0930 -1.3369
C 1.3301 0.0700 0.6163
C 0.0922 -0.4917 0.0544
O -0.2763 -1.6186 1.0152
I -2.9178 -0.1421 -0.0272
H -1.5657 2.8516 0.2807
H 0.3744 2.2830 0.3950
H 0.9180 -1.9173 -1.1964
H -0.7437 -1.3956 -1.6401
H 0.5925 -0.2571 -1.9129
H 2.0514 -0.7422 0.9368
H 1.1370 0.5878 1.4979
H 1.8486 0.7550 -0.0658
H -1.2585 -1.6016 1.0728
```



ORCA calculation (the ωB97M-V functional and the def2-TZVPD basis) on C5H9Li2O8P as an isolated structure in a non-equilibrium geometry.

Results
Maximum force = 3.3 eV Å⁻¹
Net charge = -2
Multiplicity = 1
ΔE to the lowest compared entry with this formula, charge and spin = 0.673 eV
HOMO = 0.8873 eV
Gap between HOMO and LUMO = 3.65 eV
LUMO level = 4.539 eV

Structure (XYZ):
```
25
C5H9Li2O8P the ωB97M-V functional and the def2-TZVPD basis
Li -21.1347 10.8786 3.8010
Li -23.5043 10.2509 2.0713
P -23.2387 12.1674 3.6918
O -24.0941 12.7813 4.8061
O -23.5793 12.2344 2.1710
O -23.0844 10.6231 3.9486
O -21.7923 12.7389 3.8228
O -19.9205 9.2334 0.4156
C -21.0181 9.8599 0.9994
O -22.1560 9.3293 0.7879
O -20.9489 10.8575 1.7173
H -20.4529 8.4951 0.0500
C -27.0084 8.7948 0.4001
C -27.5196 9.6389 1.5815
C -26.3015 9.7521 2.5213
O -25.2002 9.2692 1.7741
C -25.5106 9.0709 0.4071
H -27.4686 9.0771 -0.5483
H -27.2004 7.7334 0.5837
H -28.4067 9.1617 2.0030
H -27.8621 10.5895 1.1667
H -26.4502 9.1452 3.4154
H -26.1483 10.7846 2.8413
H -24.9208 8.2380 0.0332
H -25.3323 9.9926 -0.1554
```



ORCA calculation (the ωB97M-V functional and the def2-TZVPD basis) on C5H9LuO3 as an isolated structure in a non-equilibrium geometry.

Results
Maximum force = 3.7 eV Å⁻¹
Net charge = +2
Multiplicity = 1
ΔE to the lowest compared entry with this formula, charge and spin = 2.346 eV
HOMO = -16.2245 eV
Gap between HOMO and LUMO = 4.98 eV
LUMO level = -11.244 eV

Structure (XYZ):
```
18
C5H9LuO3 the ωB97M-V functional and the def2-TZVPD basis
O -1.1191 -1.6598 -1.2320
C -0.3659 -0.8797 -0.6186
O 0.6964 -0.4105 -1.1667
C 1.7138 0.2439 -0.3560
C -1.1799 0.5366 0.8000
H -0.6450 0.9573 1.6637
C -2.6536 0.3762 1.1024
H -3.0970 1.3571 1.3219
H -3.2556 0.0454 0.2266
H -2.8805 -0.2481 2.0009
C 2.9173 0.4872 -1.2263
H 1.9476 -0.4139 0.4894
H 1.2745 1.1719 0.0273
H 3.3690 -0.4576 -1.5532
H 3.6609 1.0402 -0.6370
H 2.6553 1.0891 -2.1053
Lu -2.4348 -2.3038 0.4618
O -0.6033 -0.9315 0.8013
```



Q: Among the records above, which one has the highest gap between HOMO and LUMO?
A: number 2



Q: Among the records above, which one has the highest ΔE to the lowest compared entry with this formula, charge and spin?
A: C5H9LuO3



Q: Which of these has the lowest LUMO level?
A: C5H9LuO3



Repeat the third record exactly.
ORCA calculation (the ωB97M-V functional and the def2-TZVPD basis) on C5H9Li2O8P as an isolated structure in a non-equilibrium geometry.

Results
Maximum force = 3.3 eV Å⁻¹
Net charge = -2
Multiplicity = 1
ΔE to the lowest compared entry with this formula, charge and spin = 0.673 eV
HOMO = 0.8873 eV
Gap between HOMO and LUMO = 3.65 eV
LUMO level = 4.539 eV

Structure (XYZ):
```
25
C5H9Li2O8P the ωB97M-V functional and the def2-TZVPD basis
Li -21.1347 10.8786 3.8010
Li -23.5043 10.2509 2.0713
P -23.2387 12.1674 3.6918
O -24.0941 12.7813 4.8061
O -23.5793 12.2344 2.1710
O -23.0844 10.6231 3.9486
O -21.7923 12.7389 3.8228
O -19.9205 9.2334 0.4156
C -21.0181 9.8599 0.9994
O -22.1560 9.3293 0.7879
O -20.9489 10.8575 1.7173
H -20.4529 8.4951 0.0500
C -27.0084 8.7948 0.4001
C -27.5196 9.6389 1.5815
C -26.3015 9.7521 2.5213
O -25.2002 9.2692 1.7741
C -25.5106 9.0709 0.4071
H -27.4686 9.0771 -0.5483
H -27.2004 7.7334 0.5837
H -28.4067 9.1617 2.0030
H -27.8621 10.5895 1.1667
H -26.4502 9.1452 3.4154
H -26.1483 10.7846 2.8413
H -24.9208 8.2380 0.0332
H -25.3323 9.9926 -0.1554
```